This record from the OMol25 dataset describes a structure of composition C14H30GeO4OsS2. The level of theory is ωB97M-V/def2-TZVPD.

Atoms and positions in Å:
Os -0.303 0.151 0.313
C 3.608 0.556 -0.319
C 2.509 1.496 -0.761
C 2.732 2.023 -2.166
C 2.263 2.609 0.222
O 1.251 0.638 -0.884
Ge 0.183 0.378 -2.496
O -0.484 -1.052 -1.270
C 0.079 -2.410 -1.000
C -1.107 -3.329 -0.823
C 0.887 -2.237 0.284
C 0.962 -2.783 -2.167
O -1.144 1.397 -0.845
C -2.641 1.284 -0.741
C -3.198 2.687 -0.648
C -2.880 0.463 0.532
C -3.113 0.560 -1.994
H 4.538 1.115 -0.200
H 3.372 0.102 0.648
H 3.785 -0.228 -1.054
H 3.634 2.636 -2.182
H 2.901 1.214 -2.882
H 1.909 2.664 -2.497
H 3.135 3.267 0.220
H 1.393 3.212 -0.048
H 2.166 2.233 1.240
H -1.742 -3.011 0.009
H -1.706 -3.361 -1.733
H -0.760 -4.342 -0.614
H 0.276 -1.731 1.102
H 1.075 -3.211 0.742
H 1.833 -1.722 0.131
H 0.381 -2.843 -3.089
H 1.790 -2.079 -2.288
H 1.400 -3.768 -2.000
H -2.797 3.225 0.214
H -2.976 3.250 -1.555
H -4.283 2.635 -0.542
H -2.642 1.024 1.433
H -3.924 0.160 0.641
H -2.340 -0.544 0.512
H -2.939 1.176 -2.878
H -2.639 -0.414 -2.109
H -4.189 0.389 -1.933
C -0.147 -1.394 5.157
O -0.505 -0.736 3.855
C -0.083 0.430 3.653
S 0.957 1.490 4.324
S -0.236 1.366 2.183
H -0.610 -2.370 5.112
H -0.567 -0.801 5.968
H 0.936 -1.464 5.222

As for the HOMO energy (alpha / beta): -19.63 / -19.54 eV. The HOMO-LUMO gap (alpha / beta) comes out at 6.23 / 6.23 eV. As for the net charge: +3. The expectation value of S² is 0.791. Its multiplicity is 2.


This record from the OMol25 dataset describes a structure of composition C25H18Cl7HfN3O3. The level of theory is ωB97M-V/def2-TZVPD.

Atoms and positions in Å:
Hf 1.130 -0.897 0.670
Cl 3.020 -3.574 4.872
C 1.914 -3.884 3.569
Cl 0.939 -2.217 2.973
H 1.257 -4.683 3.880
H 2.401 -4.108 2.591
O -2.091 -0.192 -1.168
C -1.397 1.079 -0.951
C 0.051 1.047 -1.601
O 0.373 1.494 -2.688
O 0.876 0.317 -0.853
C -1.193 1.253 0.534
C -1.034 0.095 1.364
C -0.972 0.324 2.727
C -0.784 1.611 3.267
C -0.709 2.687 2.457
C -0.967 2.526 1.078
C -2.310 2.243 -1.534
C -1.951 2.948 -2.703
C -2.763 3.946 -3.265
C -3.887 4.326 -2.607
C -4.321 3.604 -1.520
C -3.510 2.623 -0.934
H -2.191 -0.383 -2.124
H -1.371 -0.893 1.011
H -1.124 -0.554 3.355
H -0.644 1.755 4.336
H -0.459 3.716 2.749
H -0.879 3.445 0.441
H -0.971 2.718 -3.241
H -2.444 4.459 -4.207
H -4.527 5.134 -3.073
H -5.341 3.744 -1.208
H -3.870 2.150 -0.023
N -1.217 -2.694 -3.819
C -1.064 -3.002 -2.485
C 0.009 -2.596 -1.728
N 0.049 -2.747 -0.360
C -0.993 -3.483 0.151
C -2.072 -3.856 -0.656
N -2.142 -3.625 -1.960
H -0.364 -2.604 -4.379
H -1.991 -3.255 -4.237
H 0.887 -2.196 -2.204
H -0.868 -3.861 1.143
H -2.840 -4.488 -0.217
Cl 3.065 -2.616 0.294
C 3.716 -0.890 0.429
C 2.996 -0.030 1.298
C 3.775 0.875 2.120
Cl 3.174 1.725 3.460
C 5.173 0.982 1.859
Cl 6.153 1.761 3.002
C 5.820 0.320 0.764
Cl 7.479 0.732 0.378
C 5.084 -0.674 0.079
Cl 5.920 -1.639 -1.107

As for the HOMO energy: -13.39 eV. The HOMO-LUMO gap comes out at 6.00 eV. As for the net charge: +2.


Number 1: E_tot -103816.6462 eV, strongest force on any atom 1.324 eV/A. Number 2: E_tot -125777.7140 eV, strongest force on any atom 2.942 eV/A.